Here is C8H16NP in the gas phase from OMol25. Energies are from ωB97M-V/def2-TZVPD.

Geometry as XYZ:
```
26
Properties=species:S:1:pos:R:3:forces:R:3:nbo_charge:R:1
C 2.911 -0.279 0.038 1.6 -2.4 -0.5 -0.6270
C 1.928 0.335 -0.985 0.2 -1.3 -0.3 -0.2172
N 0.620 0.203 -0.432 -2.6 2.1 1.2 -0.7371
C -0.111 -1.071 -0.417 1.2 -0.3 -2.3 -0.0490
C -0.906 -1.316 0.812 0.7 -0.3 1.6 -0.4437
C -2.035 -0.358 0.739 -4.6 0.6 1.3 -0.4127
C -1.952 0.279 -0.623 0.7 0.2 -2.5 -0.5384
C -1.246 -0.791 -1.495 -1.4 -2.8 0.5 -0.4288
P -0.560 1.493 -0.787 0.3 0.3 0.3 0.9477
C -0.673 2.399 0.837 0.1 0.7 -1.3 -0.9804
H 3.256 0.386 0.836 -0.2 -0.1 -0.3 0.2152
H 3.800 -0.761 -0.492 -0.6 1.3 0.4 0.2051
H 2.578 -1.281 0.521 -0.4 1.9 -0.6 0.2091
H 1.936 -0.315 -1.910 0.5 0.8 0.4 0.1648
H 2.101 1.427 -1.262 0.1 -1.5 0.4 0.2172
H 0.662 -1.840 -0.554 -0.6 -0.1 -0.5 0.2156
H -0.386 -1.010 1.703 0.9 -0.3 0.4 0.2210
H -1.171 -2.375 0.949 -0.1 0.4 -0.3 0.2200
H -3.059 -0.933 0.810 1.7 1.1 0.0 0.2130
H -2.072 0.418 1.600 0.1 -1.3 -1.5 0.2206
H -2.819 0.553 -1.251 0.0 0.4 1.2 0.2496
H -0.928 -0.458 -2.460 0.8 0.6 -0.4 0.2199
H -2.009 -1.628 -1.837 1.5 1.0 1.4 0.2068
H -0.259 3.414 0.751 0.7 -0.5 0.0 0.2336
H -1.717 2.689 1.005 0.0 -0.9 0.6 0.2333
H -0.118 1.738 1.498 -0.5 0.4 0.8 0.2420
```
Forces are in eV/Å.

The calculation puts the LUMO energy at 1.1 eV. Its SMILES is CCN1[C@H]2CC[C@H](C2)P1C. The HOMO-LUMO gap is 8.701 eV. As for the total charge: 0.

Here is a molecular structure, C8H16O2 from OMol25. Energies are from ωB97M-V/def2-TZVPD.

Geometry as XYZ:
```
26
Properties=species:S:1:pos:R:3:forces:R:3:nbo_charge:R:1
C -0.039 -0.582 0.527 -3.7 -1.2 0.2 -0.0774
C -0.056 0.790 0.080 2.5 -0.2 -0.8 0.3896
C -1.672 -1.302 0.345 2.5 0.0 0.9 0.1167
C -0.438 -1.725 -0.365 -0.1 -0.1 0.0 -0.4660
C 2.241 0.189 -1.375 -0.4 0.0 -0.6 -0.2401
C 0.643 -0.922 1.829 -0.3 0.1 0.2 -0.6279
C -0.720 1.183 -1.219 0.6 0.0 0.1 -0.6848
C -0.227 1.842 1.155 0.8 0.1 -0.1 -0.6744
O 1.788 0.661 -0.155 -1.7 1.4 0.4 -0.6709
O -2.777 -0.819 -0.295 -0.3 0.7 -0.4 -0.6835
H -2.595 -0.716 -1.236 0.0 -0.1 0.1 0.4729
H -1.949 -1.762 1.283 0.1 -0.2 -0.1 0.1850
H -0.428 -1.557 -1.437 -0.1 -0.1 -0.1 0.2135
H -0.019 -2.691 -0.099 0.1 0.0 -0.1 0.2280
H 1.750 -0.752 -1.693 0.1 0.1 0.1 0.1358
H 3.319 -0.021 -1.322 -0.2 0.1 0.2 0.1844
H 2.092 0.915 -2.193 0.1 -0.1 0.0 0.1429
H -0.040 -0.814 2.676 0.0 -0.1 0.1 0.2064
H 1.014 -1.945 1.809 0.0 -0.1 0.0 0.2134
H 1.490 -0.268 2.015 0.0 0.0 -0.2 0.2484
H -1.774 1.425 -1.067 0.0 -0.1 0.2 0.2400
H -0.623 0.428 -1.996 0.0 0.0 -0.1 0.2108
H -0.241 2.099 -1.569 0.0 0.0 -0.1 0.2410
H 0.737 2.027 1.627 0.0 -0.1 0.1 0.2513
H -0.556 2.796 0.747 -0.1 -0.1 -0.1 0.2158
H -0.921 1.524 1.930 -0.1 -0.1 -0.1 0.2291
```
Forces are in eV/Å.

The calculation puts the LUMO energy at 0.7 eV. The HOMO-LUMO gap is 8.311 eV. As for the total charge: 0.

Here is 2 unconnected molecules or ions with the total composition C8H16O4 from OMol25. Energies are from ωB97M-V/def2-TZVPD.

Geometry as XYZ:
```
28
Properties=species:S:1:pos:R:3:forces:R:3:nbo_charge:R:1
C -4.771 2.730 1.323 0.8 -0.8 0.8 -0.6295
C -3.267 2.304 1.235 0.0 0.6 0.3 -0.0851
O -3.125 1.001 0.640 0.5 0.4 -1.2 -0.5045
C -1.871 0.528 0.548 3.4 -0.6 1.9 0.7986
C -1.911 -0.912 0.008 -1.1 0.6 -0.8 -0.7232
O -0.809 1.059 0.985 -3.8 -0.9 -1.5 -0.6253
H -5.314 2.080 2.030 0.1 0.3 -0.3 0.2137
H -5.284 2.694 0.347 0.5 0.0 0.3 0.2228
H -4.806 3.766 1.701 0.0 -0.4 -0.1 0.2214
H -2.793 3.128 0.668 0.3 -0.9 -0.1 0.1872
H -2.638 2.101 2.123 -1.0 1.3 0.4 0.2085
H -2.951 -0.947 -0.356 0.5 -0.7 -0.1 0.2317
H -1.763 -1.732 0.731 0.1 0.8 0.0 0.2470
H -1.233 -1.071 -0.847 -0.2 0.3 0.5 0.2378
C 2.149 0.820 -0.910 0.1 0.0 0.0 -0.6320
C 1.872 -0.564 -0.308 -0.4 -0.1 -1.3 -0.0828
O 3.123 -1.341 -0.201 -0.6 1.0 1.7 -0.5039
C 3.469 -2.232 -1.077 -0.9 -3.0 -4.4 0.7950
C 4.711 -3.077 -0.760 0.3 0.8 0.4 -0.7075
O 2.902 -2.478 -2.180 0.9 1.4 3.1 -0.6435
H 1.238 1.137 -1.446 0.4 0.0 0.2 0.2206
H 2.975 0.739 -1.637 -0.4 0.1 0.2 0.2197
H 2.408 1.593 -0.168 -0.1 -0.4 -0.2 0.2150
H 1.327 -0.478 0.652 0.9 -0.4 -0.3 0.2193
H 1.219 -1.105 -1.019 0.4 0.1 0.4 0.1995
H 4.931 -3.814 -1.551 -0.5 0.6 0.3 0.2404
H 4.690 -3.599 0.211 -0.2 0.5 -0.3 0.2299
H 5.523 -2.330 -0.741 0.1 -0.5 0.2 0.2291
```
Forces are in eV/Å.

The calculation puts the LUMO energy at 0.8 eV. Its SMILES is CCOC(C)=O.CCOC(C)=O. The HOMO-LUMO gap is 10.524 eV. As for the total charge: 0.

Here is a molecular structure, C8H16O4Tl from OMol25. Energies are from ωB97M-V/def2-TZVPD.

Geometry as XYZ:
```
29
Properties=species:S:1:pos:R:3:forces:R:3:mulliken_spin:R:1
C 1.014 -2.668 0.694 -0.8 0.1 -0.1 0.0060
C -0.207 -2.497 0.196 1.6 -1.7 -0.4 0.0021
O -0.861 -1.287 0.299 -2.0 -1.4 -0.1 -0.0221
C -2.080 -1.125 -0.447 -0.7 -0.2 -0.6 0.0124
C -2.760 0.113 0.080 -1.0 -0.9 0.1 -0.0039
O -1.783 1.153 0.150 -1.4 0.1 -1.0 -0.0016
C -2.332 2.457 0.341 -0.5 1.6 0.3 0.0004
H 1.483 -1.909 1.326 0.1 -0.3 -0.2 -0.0007
H 1.522 -3.615 0.521 -0.1 0.2 0.2 0.0007
H -0.750 -3.249 -0.377 0.1 0.3 0.2 -0.0014
H -2.727 -1.998 -0.301 0.2 0.2 0.0 0.0017
H -1.830 -1.022 -1.512 0.0 -0.1 0.2 -0.0009
H -3.180 -0.052 1.083 0.1 0.1 -0.2 -0.0001
H -3.567 0.406 -0.606 0.2 0.0 0.2 0.0002
H -1.494 3.156 0.426 -0.3 -0.1 0.0 -0.0004
H -2.952 2.722 -0.527 0.2 -0.2 0.2 0.0000
H -2.937 2.479 1.258 0.2 0.0 -0.2 0.0001
O 1.543 0.629 1.810 2.1 0.5 2.9 0.0074
C 2.723 0.647 1.079 1.9 -0.2 -1.1 -0.0054
C 2.508 1.289 -0.287 1.1 0.6 0.3 0.0447
O 1.330 0.693 -0.889 1.1 0.8 -1.8 0.0578
C 1.512 -0.276 -1.837 0.5 -0.6 -1.3 0.8719
Tl 0.033 0.498 0.712 -1.2 1.3 1.8 0.0202
H 3.115 -0.379 0.920 -0.2 0.3 0.2 -0.0004
H 3.525 1.218 1.584 -0.6 -0.2 0.1 -0.0012
H 3.361 1.165 -0.965 -0.3 0.0 0.2 -0.0061
H 2.274 2.356 -0.183 0.0 -0.2 -0.1 -0.0017
H 1.114 -0.009 -2.815 -0.1 -0.2 0.2 0.0023
H 2.404 -0.895 -1.735 -0.3 0.1 0.0 0.0179
```
Forces are in eV/Å.

The calculation puts the LUMO energy (alpha / beta) at -8.4 / -8.4 eV. The HOMO-LUMO gap (alpha / beta) is 7.926 / 8.968 eV. As for the spin multiplicity: 2. As for the expectation value of S²: 0.753. As for the total charge: +2.

Here is C8H16P2 in the gas phase from OMol25. Energies are from ωB97M-V/def2-TZVPD.

Geometry as XYZ:
```
26
Properties=species:S:1:pos:R:3:forces:R:3:nbo_charge:R:1
C 0.759 2.751 -0.086 0.4 -2.3 -2.1 -0.8373
P 0.823 1.428 -1.090 -0.4 0.6 1.1 0.7300
C -0.330 0.274 -0.134 0.0 0.5 0.0 -0.6274
C -0.985 0.946 1.111 -0.9 -0.9 -0.7 -0.6648
P -1.717 -0.100 -1.331 -0.4 -0.6 0.1 0.7440
C -2.093 1.307 -2.094 -0.4 0.9 -1.0 -0.9136
C 0.438 -1.032 0.194 0.3 -1.4 -0.9 -0.0755
C -0.442 -2.067 0.949 -4.2 4.3 0.6 -0.5961
C 1.715 -0.674 0.935 1.0 0.5 0.7 -0.6473
C 0.944 -1.693 -1.136 -2.2 -2.3 1.0 -0.6108
H 1.192 3.606 -0.424 1.4 2.4 -0.8 0.2039
H 0.342 2.792 0.844 -1.1 0.1 2.1 0.2021
H -1.803 0.353 1.505 -0.8 -0.4 -0.7 0.2214
H -1.417 1.922 0.815 0.5 -0.5 0.7 0.2346
H -0.422 0.852 2.025 1.1 1.1 0.1 0.2236
H -2.952 1.214 -2.878 1.7 0.6 1.6 0.2505
H -1.487 2.257 -1.923 -1.3 -1.1 -0.6 0.2373
H -1.459 -2.347 0.379 2.4 0.6 1.2 0.2250
H 0.103 -2.864 1.186 2.1 -3.6 0.5 0.2025
H -0.745 -1.647 2.025 0.4 -0.7 -2.3 0.1953
H 2.673 -0.634 0.341 -1.3 1.0 -0.2 0.2266
H 1.554 0.178 1.620 0.5 -0.1 -0.6 0.2170
H 2.097 -1.433 1.567 -0.4 -1.4 1.1 0.2202
H 1.489 -0.968 -1.585 1.9 2.2 -1.7 0.2002
H 1.692 -2.574 -0.994 -1.9 1.2 -0.1 0.2235
H 0.030 -1.847 -1.822 1.6 -0.6 0.9 0.2152
```
Forces are in eV/Å.

The calculation puts the LUMO energy at 0.4 eV. Its SMILES is C=PC(C)(P=C)C(C)(C)C. The HOMO-LUMO gap is 9.386 eV. As for the total charge: 0.

Here is 2 unconnected molecules or ions with the total composition C8H16S2 from OMol25. Energies are from ωB97M-V/def2-TZVPD.

Geometry as XYZ:
```
26
Properties=species:S:1:pos:R:3:forces:R:3:nbo_charge:R:1
C 0.926 -1.578 -0.632 -0.5 0.1 -0.7 -0.6322
C -0.265 -1.373 0.344 0.6 0.3 0.9 -0.5172
S -0.580 -2.974 1.184 -0.2 0.1 -0.1 0.2039
C -1.767 -2.473 2.419 0.0 0.4 0.1 -0.3877
C -3.178 -2.105 1.995 0.3 0.5 1.3 -0.4208
C -2.905 -3.368 2.743 -1.5 -0.9 1.2 -0.4144
H 0.719 -2.444 -1.295 -0.1 0.6 0.2 0.2112
H 1.080 -0.677 -1.275 -0.2 -0.7 0.5 0.2265
H 1.883 -1.842 -0.172 -0.3 0.3 0.4 0.2160
H -1.185 -1.033 -0.159 0.5 -0.2 0.0 0.2119
H -0.048 -0.634 1.170 0.0 -0.6 -1.0 0.2102
H -1.346 -1.931 3.243 0.2 0.3 0.2 0.2179
H -3.706 -1.290 2.518 0.4 -0.5 -0.3 0.2155
H -3.344 -2.159 0.968 -0.4 -0.1 -1.5 0.2142
H -3.385 -3.403 3.766 1.2 0.1 -1.0 0.2186
H -2.988 -4.343 2.266 0.1 0.3 -0.2 0.2237
C 3.249 4.740 -2.687 2.5 -0.3 -0.9 -0.6285
C 2.762 3.500 -1.716 -0.7 -0.3 -2.2 -0.4966
C 1.292 3.497 -1.308 -0.1 0.5 0.6 -0.2329
S 0.212 2.288 -1.503 0.9 0.9 0.0 0.0420
H 3.532 5.744 -2.193 -0.1 -2.0 0.0 0.2185
H 2.583 5.159 -3.465 -0.3 -1.1 0.3 0.2212
H 4.272 4.333 -3.354 -3.0 1.3 2.2 0.2195
H 2.784 2.486 -2.306 0.9 1.9 1.2 0.2316
H 3.386 3.558 -0.796 -0.3 -0.4 -0.7 0.2407
H 0.970 4.403 -0.750 0.1 -0.5 -0.4 0.1868
```
Forces are in eV/Å.

The calculation puts the LUMO energy at -0.4 eV. Its SMILES is CCSC1CC1.CCC=S. The HOMO-LUMO gap is 8.039 eV. As for the total charge: 0.

Number 1: energy -19332.750 eV, largest force on an atom 4.85 eV Å⁻¹. Number 2: energy -12647.011 eV, largest force on an atom 3.85 eV Å⁻¹. Number 3: energy -16744.905 eV, largest force on an atom 5.39 eV Å⁻¹. Number 4: energy -21414.474 eV, largest force on an atom 3.65 eV Å⁻¹. Number 5: energy -27129.005 eV, largest force on an atom 6.07 eV Å⁻¹. Number 6: energy -30223.012 eV, largest force on an atom 3.89 eV Å⁻¹.